This record from the Open Molecules 2025 dataset describes C7H11BO6 in the gas phase in a non-equilibrium geometry. The level of theory is ωB97M-V/def2-TZVPD.

Values from the calculation:
Net charge ... 0
HOMO energy (alpha / beta) ... -6.7 / -7.6 eV
Relative energy (zero: lowest compared OMol25 entry of this formula, charge and spin) ... 3.350 eV

Last column: Löwdin charge in e.
Element x y z (Å)
B -1.57576 -3.29964 1.57352  -0.705
C 0.21427 -0.37077 0.18153  -0.276
C 0.59828 2.14184 -0.20544  -0.531
C 0.47550 1.26047 2.05156  0.134
C -0.63936 -2.66993 0.55574  0.090
C 0.50166 1.02369 0.72502  -0.110
C 1.88224 -0.39368 -1.58071  -0.055
C -0.45818 3.22508 -1.91935  -0.061
O -0.32106 -1.31567 0.87617  0.043
O 1.19916 3.15347 0.08034  0.113
O -1.84314 -2.95417 2.85606  0.161
O -2.17480 -4.44135 1.03993  0.099
O 0.58684 -0.72263 -1.07044  -0.027
O -0.09771 2.00471 -1.31423  -0.033
H 0.31774 0.43899 2.71167  0.069
H 0.79833 2.21782 2.52326  0.102
H -0.18308 -3.20214 -0.34398  0.124
H 2.59875 -1.25505 -1.82159  0.118
H 2.42368 0.44094 -1.10527  0.102
H 1.87187 -0.01974 -2.56849  0.065
H -1.03193 3.90207 -1.17290  0.130
H -1.07609 2.86441 -2.80939  0.114
H 0.43085 3.80235 -2.33668  0.109
H -2.40303 -3.47587 3.46124  0.117
H -2.56811 -5.17068 1.56236  0.107

Forces on the atoms, in the same order (eV/Å):
B -0.7 -2.1 -0.4
C 1.1 1.1 -0.5
C 1.2 1.3 0.7
C 1.1 0.8 0.0
C 1.0 1.6 -0.2
C -1.1 -3.2 0.4
C 1.8 -0.3 -0.4
C -0.7 1.4 -1.6
O -0.5 -1.0 -0.1
O -0.2 -0.1 -0.1
O 0.1 1.0 1.4
O -0.2 -1.1 -0.2
O 0.7 0.0 -0.2
O -0.4 -0.5 0.0
H -0.2 -0.5 0.4
H -0.7 -0.7 -0.8
H -0.7 1.4 1.3
H -1.2 0.5 1.5
H -0.3 -0.7 0.8
H -1.3 0.6 -1.3
H 0.9 -1.2 -1.4
H 0.5 0.9 1.3
H -1.0 -0.8 0.8
H 0.4 0.3 -1.1
H 0.5 1.2 -0.2

This record from the Open Molecules 2025 dataset describes a molecular structure, C5H12BBr4Na3O3 in a non-equilibrium geometry. The level of theory is ωB97M-V/def2-TZVPD.

Values from the calculation:
Net charge ... 0
HOMO energy ... -4.4 eV
Relative energy (zero: lowest compared OMol25 entry of this formula, charge and spin) ... 7.356 eV

Last column: Löwdin charge in e.
Element x y z (Å)
Na 7.18677 -3.42591 -0.51102  0.743
Na 6.06488 -3.40844 5.04497  0.733
Na 7.69623 -0.09959 2.10248  0.705
C 4.01308 -1.61343 0.18679  -1.130
O 2.99811 -1.20848 0.83466  -0.097
O 5.09288 -0.97986 0.16786  -0.149
O 4.03497 -2.78039 -0.13653  -0.064
B 8.43123 -3.42955 2.49372  -0.431
H 8.50974 -4.50261 2.41245  -0.072
H 8.88205 -3.10260 3.41790  -0.088
H 9.00491 -2.96375 1.70746  -0.092
H 7.42025 -3.05532 2.44777  -0.101
Br 13.43268 -8.08195 1.25989  0.604
C 13.03917 -8.65780 3.09843  -0.689
C 11.83367 -7.92975 3.68340  -0.665
Br 11.13657 -8.68827 5.40989  0.556
H 13.93209 -8.49365 3.70163  0.056
H 12.87548 -9.73543 3.10448  0.049
H 11.07208 -7.70511 2.93665  0.052
H 12.21579 -6.94083 3.93663  0.043
Br 14.65935 -1.78302 1.15703  0.606
C 13.27522 -2.29707 2.42018  -0.657
C 13.02250 -1.09454 3.43038  -0.620
Br 12.14020 0.47403 2.53188  0.522
H 13.59884 -3.16225 2.99883  0.058
H 12.33727 -2.39920 1.87436  0.041
H 13.89740 -0.77711 3.99774  0.052
H 12.31233 -1.27468 4.23743  0.037

Forces on the atoms, in the same order (eV/Å):
Na -1.1 0.5 0.7
Na 0.2 0.0 -0.7
Na -0.6 -0.6 -0.4
C -1.5 1.1 4.0
O -0.7 1.4 -0.2
O 3.9 2.8 -0.5
O 0.5 -5.6 -2.8
B -0.3 -0.1 0.1
H 0.0 -4.1 -0.3
H 1.8 1.3 3.8
H 2.3 2.0 -3.5
H -4.4 1.4 -0.2
Br -0.2 -0.1 0.7
C -0.3 -0.9 0.6
C 0.8 1.2 0.0
Br 0.5 0.3 -1.4
H -0.1 0.2 -0.2
H 0.0 0.1 -0.4
H -0.4 -0.8 0.4
H -0.3 0.0 0.4
Br -0.1 -0.3 0.2
C -0.6 2.3 1.3
C -0.3 -0.3 -0.3
Br 0.7 -0.7 0.4
H -0.1 0.0 -0.3
H 0.3 -0.6 0.0
H 0.3 0.3 -0.8
H -0.3 -0.7 -0.4

This record from the Open Molecules 2025 dataset describes a molecular structure, Cl2NO2S in a non-equilibrium geometry. The level of theory is ωB97M-V/def2-TZVPD.

Values from the calculation:
Net charge ... -1
2S+1 ... 3
HOMO energy (alpha / beta) ... -1.2 / -4.8 eV
Relative energy (zero: lowest compared OMol25 entry of this formula, charge and spin) ... 3.615 eV

Last column: Löwdin charge in e.
Element x y z (Å)
N 0.23882 -0.92710 -1.12708  -0.618
O 0.09980 -0.22652 1.34038  -0.592
O -0.08524 1.48285 -0.65891  -0.539
S 0.11106 0.18504 -0.05795  0.058
Cl 1.80207 1.03921 0.55675  0.300
Cl 0.86774 -2.29390 -0.34782  0.391

Forces on the atoms, in the same order (eV/Å):
N -0.8 -0.2 -2.8
O -4.2 -2.0 0.3
O -3.7 1.0 -1.9
S -1.0 4.4 3.3
Cl 7.3 1.1 0.2
Cl 2.3 -4.3 0.9

This record from the Open Molecules 2025 dataset describes C6H14O in the gas phase. The level of theory is ωB97M-V/def2-TZVPD.

Values from the calculation:
Net charge ... 0
HOMO energy ... -10.2 eV
Relative energy (zero: lowest compared OMol25 entry of this formula, charge and spin) ... 0.166 eV
SMILES ... CC(C)C[C@@H](C)O

Last column: Löwdin charge in e.
Element x y z (Å)
C 0.88268 -1.04584 -1.44177  -0.079
C 1.12576 -0.36887 -0.09224  -0.441
C 2.04002 -1.22387 0.78482  -0.089
C -0.17842 -0.05441 0.65077  -0.153
C -1.16457 0.80241 -0.14109  -0.459
C -2.31309 1.31163 0.72398  -0.056
O -0.44463 1.89506 -0.70642  -0.041
H 1.83337 -1.30475 -1.92182  0.077
H 0.33755 -0.38928 -2.12818  0.069
H 0.30689 -1.97335 -1.32317  0.085
H 1.62275 0.58938 -0.28421  0.131
H 2.99524 -1.42058 0.28449  0.075
H 1.57557 -2.19332 1.00809  0.080
H 2.25564 -0.72840 1.73889  0.076
H 0.06495 0.45705 1.59304  0.124
H -0.68626 -0.99130 0.92585  0.129
H -1.58200 0.18684 -0.95303  0.136
H -1.92619 1.90818 1.55760  0.083
H -2.89858 0.47997 1.13282  0.081
H -2.98598 1.94778 0.13810  0.077
H -0.86071 2.11567 -1.54653  0.096

Forces on the atoms, in the same order (eV/Å):
C 0.0 0.0 0.0
C 0.0 0.0 0.0
C 0.0 0.0 0.0
C 0.0 0.0 0.0
C -0.1 -0.3 0.1
C 0.0 0.0 0.0
O -0.1 0.1 -0.2
H -0.1 0.0 0.1
H 0.1 -0.1 0.1
H 0.1 0.1 0.0
H 0.0 -0.1 0.0
H -0.1 0.0 0.1
H 0.0 0.1 0.0
H 0.0 -0.1 -0.1
H 0.0 0.0 -0.1
H 0.1 0.1 0.0
H 0.1 0.1 0.1
H 0.0 -0.1 -0.1
H 0.1 0.1 -0.1
H 0.1 -0.1 0.1
H 0.1 0.1 0.2

This record from the Open Molecules 2025 dataset describes C18H29NO5 in the gas phase. The level of theory is ωB97M-V/def2-TZVPD.

Values from the calculation:
Net charge ... 0
HOMO energy ... -7.6 eV
Relative energy (zero: lowest compared OMol25 entry of this formula, charge and spin) ... 1.493 eV
SMILES ... c1ccc(N2CCOCCOCCOCCOCCOCC2)cc1

Last column: Löwdin charge in e.
Element x y z (Å)
C 0.18874 -0.75608 -5.77786  -0.112
C 1.15752 -1.32551 -4.97221  -0.095
C 1.48348 -0.76825 -3.75007  -0.035
C 0.85280 0.39557 -3.29304  -0.226
N 1.21064 1.00992 -2.10479  -0.097
C 2.33706 0.53499 -1.34275  -0.141
C 2.00750 -0.61019 -0.36073  -0.178
O 1.47064 -0.14508 0.85982  -0.188
C 2.43782 0.22852 1.81736  -0.180
C 1.75519 0.90141 3.01693  -0.177
O 1.36536 0.03841 4.05161  -0.126
C 0.11545 -0.60409 3.90487  -0.168
C 0.19749 -1.91991 3.11392  -0.169
O -0.98329 -2.69130 3.21990  -0.128
C -1.93373 -2.52219 2.20174  -0.182
C -2.77986 -1.24653 2.29383  -0.187
O -2.09091 -0.17887 1.68505  -0.181
C -2.84162 1.01127 1.62710  -0.186
C -2.02164 2.10625 0.93315  -0.182
O -1.98988 1.96512 -0.46309  -0.126
C -1.00993 1.06927 -0.96158  -0.173
C 0.25600 1.83503 -1.39831  -0.129
C -0.13239 0.95522 -4.11878  -0.035
C -0.45300 0.38824 -5.33505  -0.091
H -0.06506 -1.19689 -6.72962  0.095
H 1.66586 -2.22440 -5.29121  0.102
H 2.23004 -1.26340 -3.14945  0.095
H 3.11955 0.21523 -2.03310  0.118
H 2.73364 1.38067 -0.77099  0.121
H 1.23927 -1.25154 -0.80142  0.129
H 2.90541 -1.21315 -0.16859  0.127
H 3.15371 0.93766 1.37817  0.122
H 2.99435 -0.65503 2.16223  0.136
H 0.89467 1.47436 2.64493  0.119
H 2.47054 1.58810 3.47962  0.128
H -0.21901 -0.83098 4.92186  0.133
H -0.60084 0.07210 3.42683  0.110
H 0.42220 -1.70849 2.06431  0.109
H 0.99715 -2.53151 3.54522  0.133
H -2.59701 -3.38645 2.29383  0.127
H -1.45204 -2.53791 1.21411  0.132
H -2.99484 -1.01694 3.34814  0.135
H -3.73534 -1.41237 1.77285  0.129
H -3.77181 0.84581 1.06384  0.134
H -3.10582 1.34204 2.64471  0.130
H -2.49889 3.07133 1.12579  0.129
H -1.00937 2.11325 1.35453  0.116
H -0.75691 0.31501 -0.21302  0.107
H -1.45304 0.57779 -1.83292  0.126
H 0.74976 2.24112 -0.51357  0.123
H -0.05005 2.68254 -2.02025  0.119
H -0.65072 1.85039 -3.81742  0.104
H -1.21480 0.85044 -5.94642  0.103

Forces on the atoms, in the same order (eV/Å):
C 0.0 -0.1 -0.1
C -0.1 0.0 -0.1
C 0.1 0.0 0.2
C 0.1 0.0 -0.3
N 0.0 0.0 0.3
C 0.0 -0.3 0.2
C 0.2 0.1 -0.3
O -0.2 0.2 0.0
C 0.0 0.2 0.3
C 0.3 0.0 -0.3
O 0.1 -0.3 0.0
C -0.3 -0.2 0.1
C 0.3 0.2 0.1
O 0.0 0.1 0.3
C -0.4 0.3 0.0
C 0.1 -0.4 0.0
O 0.2 0.0 -0.1
C 0.1 0.4 -0.1
C -0.4 -0.3 0.3
O 0.0 0.0 -0.2
C 0.3 0.0 -0.2
C -0.5 0.1 0.0
C -0.1 0.1 0.1
C 0.0 0.0 0.0
H 0.0 0.0 -0.1
H 0.0 -0.1 0.0
H 0.1 0.0 0.1
H 0.0 0.0 0.1
H 0.0 -0.1 -0.1
H 0.1 0.0 0.0
H 0.0 0.0 0.0
H 0.0 0.0 0.0
H 0.0 0.1 0.0
H 0.1 0.0 0.0
H -0.1 0.0 -0.1
H -0.1 0.0 -0.1
H 0.0 0.0 0.1
H 0.0 -0.1 0.1
H 0.0 0.1 -0.1
H 0.0 0.1 -0.1
H -0.1 0.0 0.0
H 0.0 0.0 -0.1
H 0.1 0.0 0.1
H 0.0 0.1 0.1
H 0.0 0.0 -0.1
H 0.1 -0.1 0.1
H 0.0 0.0 0.0
H 0.0 0.0 -0.1
H 0.1 0.0 0.1
H 0.0 0.0 -0.1
H 0.0 0.0 0.1
H 0.0 0.1 0.1
H -0.1 0.0 0.0

- Among the records above, which one has the lowest net charge?
  Cl2NO2S

- Which value of relative energy (zero: lowest compared OMol25 entry of this formula, charge and spin) does entry 4 give?
  0.166 eV